Computed, not measured: a cluster of 2 separate species, C5H14 in total at a distorted geometry, with ωB97M-V/def2-TZVPD.

Last column: Mulliken charge in e.
Geometry (Å):
C (-0.51599, -0.02917, -2.16200)  -0.255
C (0.83921, -0.48201, -1.36670)  -1.366
C (-1.51197, -1.08559, -2.08185)  -1.104
H (-0.08661, 0.20118, -3.10463)  0.325
H (-0.85663, 0.93497, -1.84155)  0.308
H (1.71253, 0.23317, -1.44952)  0.353
H (0.84740, -0.61006, -0.43446)  0.464
H (-2.43347, -0.82576, -1.68235)  0.352
H (1.27294, -1.38365, -1.93666)  0.329
H (-1.29157, -1.96649, -1.33469)  0.276
H (-1.75191, -1.74443, -2.93551)  0.322
C (0.15723, 0.23541, 2.42153)  -0.643
C (0.88039, 1.52829, 2.69902)  -0.757
H (0.52321, -0.71453, 2.58846)  0.393
H (-0.84371, 0.14068, 2.84685)  0.320
H (-0.12868, 0.19009, 1.30264)  -0.079
H (0.14827, 2.16577, 3.32897)  0.231
H (1.24348, 1.88615, 1.80680)  0.320
H (1.79590, 1.32598, 3.33566)  0.212

Summary:
Relative energy (zero: lowest compared OMol25 entry of this formula, charge and spin)   2.247 eV
Lowest unoccupied orbital energy   0.041 Eh
Molar mass   74.17 g mol⁻¹
Kohn-Sham gap   12.033 eV
SMILES   CCC.CC
Total charge   0

=====

Computed, not measured: a structure of composition C23H16N2O5S2Ti, with ωB97M-V/def2-TZVPD.

Last column: Mulliken spin population.
Geometry (Å):
Ti (0.78738, 0.06772, -0.46555)  0.203
O (-2.08817, 1.16556, 1.97817)  0.097
C (-1.20538, 1.13734, 1.14300)  0.009
O (-0.93260, 0.07955, 0.38279)  -0.013
C (-0.31574, 2.27473, 0.84179)  0.327
C (-0.47087, 3.51996, 1.45088)  -0.127
C (0.35867, 4.55502, 1.12529)  0.283
C (1.36599, 4.35149, 0.12704)  -0.039
C (2.23295, 5.37721, -0.28213)  0.040
C (3.17622, 5.16605, -1.26186)  -0.013
C (3.27132, 3.91217, -1.87033)  0.046
C (2.43694, 2.88388, -1.48940)  -0.027
C (1.48357, 3.08167, -0.48128)  0.053
N (0.65429, 2.03275, -0.09885)  0.111
H (-1.26637, 3.61315, 2.17777)  -0.008
H (0.26043, 5.52889, 1.58750)  0.024
H (2.13802, 6.34872, 0.18989)  -0.002
H (3.83478, 5.97008, -1.56541)  0.002
H (3.99644, 3.73918, -2.65490)  0.006
H (2.50739, 1.92520, -1.98695)  -0.006
N (1.70830, -0.54288, 1.10606)  0.001
C (1.77743, -1.50933, 1.91251)  0.012
C (2.77195, -1.47444, 3.03272)  0.001
C (3.10550, -0.24735, 3.59986)  0.005
C (4.05188, -0.17597, 4.60873)  0.001
C (4.68809, -1.32944, 5.05028)  0.001
C (4.36971, -2.55351, 4.48073)  0.000
C (3.40902, -2.62731, 3.48186)  0.000
C (0.86473, -2.69526, 1.81597)  0.005
C (0.51393, -3.20105, 0.56933)  0.004
C (-0.38327, -4.25097, 0.45834)  0.001
C (-0.94637, -4.80608, 1.59831)  0.000
C (-0.60053, -4.31111, 2.84813)  0.001
C (0.30849, -3.27010, 2.95699)  0.000
H (2.61377, 0.64305, 3.22950)  -0.003
H (4.29708, 0.78247, 5.04880)  0.000
H (5.43217, -1.27253, 5.83508)  0.000
H (4.87059, -3.45427, 4.81297)  0.000
H (3.16083, -3.58330, 3.03809)  0.000
H (0.95065, -2.79899, -0.33845)  0.001
H (-0.64029, -4.62673, -0.52350)  0.000
H (-1.65426, -5.62112, 1.51376)  0.000
H (-1.04653, -4.73103, 3.74109)  0.000
H (0.56697, -2.87940, 3.93313)  0.000
O (2.22513, -0.43890, -1.68796)  0.000
S (1.65093, -0.75737, -3.10433)  0.000
O (2.10746, -2.04616, -3.53997)  0.000
O (1.92284, 0.36568, -3.96340)  0.000
S (-0.30961, -0.78496, -2.51356)  0.004

Summary:
Relative energy (zero: lowest compared OMol25 entry of this formula, charge and spin)   0.000 eV
Lowest unoccupied orbital energy (alpha / beta)   0.074 / 0.077 Eh
Molar mass   512.39 g mol⁻¹
Multiplicity   2
Kohn-Sham gap (alpha / beta)   5.340 / 8.117 eV
Total charge   -1